[1]
2 unconnected molecules or ions with the total composition C4H13N2O at a distorted geometry. Source: the OMol25 dataset; level of theory: ωB97M-V with the def2-TZVPD basis set.

Element x y z (Å)
C: 1.975 1.543 -0.654
C: 0.890 0.904 -1.575
C: -0.278 0.307 -0.858
C: -0.185 -0.784 -0.122
N: -1.261 -1.430 0.515
N: -1.557 1.024 -0.904
H: 2.205 0.818 0.129
H: 1.555 2.399 -0.151
H: 2.881 1.759 -1.216
H: 0.587 1.641 -2.317
H: 1.440 0.128 -2.115
H: 0.819 -1.090 0.160
H: -1.856 -1.910 -0.139
H: -0.950 -1.927 1.338
H: -1.509 2.015 -0.467
H: -1.945 1.148 -1.867
H: -2.270 0.531 -0.333
H: -0.710 -2.671 4.028
H: 0.543 -2.080 3.354
O: -0.373 -2.325 3.194

Computed properties:
Energy above the lowest of the compared OMol25 structures with the same formula, charge and spin (kJ/mol): 183.6
Spin multiplicity: 2
DFT total energy (eV): -9382.78705

[2]
2 unconnected molecules or ions with the total composition C4H13N2O at a distorted geometry. Source: the OMol25 dataset; level of theory: ωB97M-V with the def2-TZVPD basis set.

Element x y z (Å)
C: 1.245 -1.716 -0.923
C: 1.277 -0.409 -0.023
C: 0.037 0.337 -0.370
C: -0.247 0.912 -1.645
N: -1.301 1.710 -1.875
N: -1.123 0.275 0.549
H: 1.265 -1.460 -1.924
H: 0.305 -2.265 -0.592
H: 2.110 -2.227 -0.744
H: 1.440 -0.646 1.043
H: 2.081 0.250 -0.315
H: 0.537 0.759 -2.396
H: -1.909 1.901 -1.124
H: -1.315 2.235 -2.737
H: -1.892 -0.296 0.261
H: -0.805 -0.268 1.475
H: -1.506 1.297 0.837
H: -0.016 0.691 3.581
H: 0.234 -0.856 3.389
O: -0.416 -0.222 3.533

Computed properties:
Net charge: +1
Energy above the lowest of the compared OMol25 structures with the same formula, charge and spin (kJ/mol): 294.0
DFT total energy (eV): -9378.53661

[3]
A gas-phase ion, C4H13N2O (charge +1) at a distorted geometry. Source: the OMol25 dataset; level of theory: ωB97M-V with the def2-TZVPD basis set.

Element x y z (Å)
N: -0.882 -0.276 2.512
C: -0.888 0.310 1.150
C: 0.218 -0.200 0.211
N: 0.259 -1.751 0.491
C: 0.015 -0.081 -1.321
C: 0.327 1.444 -1.772
O: 1.675 1.516 -2.190
H: 0.054 -0.507 2.973
H: -1.576 -0.038 3.316
H: -0.816 1.356 1.136
H: -1.846 -0.109 0.680
H: 1.266 0.160 0.463
H: 0.881 -2.268 1.138
H: 0.606 -2.221 -0.419
H: -0.612 -2.220 0.636
H: -1.093 -0.344 -1.583
H: 0.703 -0.877 -1.792
H: -0.102 2.019 -0.899
H: -0.220 1.682 -2.618
H: 2.032 2.403 -2.113

Computed properties:
Net charge: +1
Energy above the lowest of the compared OMol25 structures with the same formula, charge and spin (kJ/mol): 318.9
SMILES string: NC[C@@H]([NH3+])CCO
DFT total energy (eV): -9378.27843

[4]
2 unconnected molecules or ions with the total composition C4H13N2O at a distorted geometry. Source: the OMol25 dataset; level of theory: ωB97M-V with the def2-TZVPD basis set.

Element x y z (Å)
C: -0.304 -1.920 0.414
C: -0.901 -0.528 0.586
C: 0.213 0.481 0.662
C: -0.104 1.773 0.854
N: 0.817 2.757 1.065
N: 0.494 -1.931 -0.889
H: -1.105 -2.629 0.239
H: 0.267 -2.145 1.308
H: -1.545 -0.323 -0.271
H: -1.576 -0.621 1.438
H: 1.235 0.146 0.805
H: -1.133 2.087 0.983
H: 1.782 2.484 1.125
H: 0.599 3.699 1.324
H: 0.324 -2.791 -1.413
H: 0.216 -1.122 -1.473
H: 1.491 -1.998 -0.689
H: 0.294 1.358 -1.755
H: -1.010 0.635 -2.098
O: -0.053 0.587 -2.214

Computed properties:
Net charge: +1
Energy above the lowest of the compared OMol25 structures with the same formula, charge and spin (kJ/mol): 181.8
DFT total energy (eV): -9379.69997